The following is a quantum chemistry calculation of a cluster of 2 separate species, C2H11N2 in total in a non-equilibrium geometry, from OMol25.

Output
Charge: +1
Lowest unoccupied orbital energy: -3.4 eV
Energy above the lowest of the compared OMol25 structures with the same formula, charge and spin: 0.6845 eV
Orbital gap: 0.4264 hartree
E: -192.06154 hartree

Element x y z (Å)
N: -1.18346 0.69102 -2.29853
H: -1.93164 1.38754 -2.27508
H: -0.62777 0.94700 -3.11724
H: -1.62766 -0.18744 -2.50962
H: -0.66549 0.94663 0.54095
C: 0.59674 -1.02457 1.95269
C: 0.72475 -0.67379 0.47650
N: 0.29533 0.74209 0.25764
H: 0.50566 -2.11182 1.98610
H: -0.42548 -0.81086 2.30301
H: 1.26986 -0.50961 2.62644
H: 0.08337 -1.32234 -0.10428
H: 1.76648 -0.68793 0.16529
H: 0.92760 1.43196 0.67981
H: 0.29170 1.18214 -0.68369

Which charges does Löwdin predict for the atoms? In e, they are: number 1, N, carries 0.019; number 2, H, carries 0.042; number 3, H, carries 0.043; number 4, H, carries 0.030; number 5, H, carries 0.161; number 6, C, carries -0.068; number 7, C, carries -0.190; number 8, N, carries 0.136; number 9, H, carries 0.095; number 10, H, carries 0.088; number 11, H, carries 0.087; number 12, H, carries 0.123; number 13, H, carries 0.132; number 14, H, carries 0.172; number 15, H, carries 0.129